(1)
The following is a DFT calculation (ωB97M-V/def2-TZVPD) of one molecule with the formula C4H5NO.

Geometry as XYZ:
```
11
C4H5NO (ωB97M-V/def2-TZVPD)
H -0.282 -1.914 1.104
N 0.636 -1.608 1.435
C 0.472 -0.615 0.674
C -0.775 -0.327 -0.258
C -0.022 0.909 -0.755
C 1.159 0.647 0.188
O 2.181 1.218 0.437
H -1.009 -1.077 -1.035
H -1.730 -0.115 0.254
H -0.512 1.855 -0.546
H 0.282 0.844 -1.797
```

LUMO level = -0.0154 hartree
Gap between HOMO and LUMO = 9.6 eV



(2)
The following is a DFT calculation (ωB97M-V/def2-TZVPD) of C3H5NO4 as an isolated structure.

Geometry as XYZ:
```
13
C3H5NO4 (ωB97M-V/def2-TZVPD)
C 1.027 0.193 1.003
C 0.112 -1.043 0.045
C -1.136 -0.344 -0.334
H 2.230 0.271 -0.252
H 0.491 -1.448 -0.901
H -0.080 -1.979 0.802
H -1.866 -0.613 0.674
H -1.447 -0.587 -1.699
N -0.711 1.303 -0.540
O 2.340 0.307 0.768
O 0.381 0.451 2.034
O -1.745 1.845 -0.660
O 0.404 1.644 -0.940
```

LUMO level = -0.0121 hartree
Gap between HOMO and LUMO = 10.0 eV



(3)
The following is a DFT calculation (ωB97M-V/def2-TZVPD) of a 2-piece molecular cluster, C5H11NO overall.

Geometry as XYZ:
```
18
C5H11NO (ωB97M-V/def2-TZVPD)
C 1.696 -1.305 1.144
N 0.814 -0.443 0.930
C 0.698 0.151 -0.351
C 1.322 1.265 -0.686
C -0.281 -0.604 -1.240
C -1.722 -0.062 -1.083
H 1.711 -1.814 2.101
H 2.471 -1.569 0.418
H 1.257 1.751 -1.651
H 2.002 1.756 0.002
H 0.067 -0.491 -2.264
H -0.276 -1.655 -0.966
H -2.368 -0.671 -1.717
H -2.051 -0.160 -0.055
H -1.758 0.948 -1.485
O -1.465 0.813 2.519
H -0.803 0.338 1.996
H -1.312 1.752 2.388
```

LUMO level = 0.0352 hartree
Gap between HOMO and LUMO = 10.2 eV



(4)
The following is a DFT calculation (ωB97M-V/def2-TZVPD) of C6H14O3Pt as an isolated structure.

Geometry as XYZ:
```
24
C6H14O3Pt (ωB97M-V/def2-TZVPD)
H -1.717 -1.565 0.811
C -1.011 1.734 -2.111
O -0.477 1.322 -3.306
C 0.869 0.963 -3.034
C 0.743 0.180 -1.735
O -0.429 0.788 -1.128
C -0.953 -2.194 1.291
C 0.309 -1.418 1.567
O -0.022 -0.032 1.767
C 0.368 0.477 3.049
H -0.713 2.765 -1.859
H -2.099 1.611 -2.103
H 1.490 1.862 -2.902
H 1.249 0.357 -3.862
H 1.615 0.277 -1.080
H 0.501 -0.877 -1.894
H -0.726 -3.007 0.590
H 0.989 -1.456 0.686
H 0.819 -1.775 2.472
H -1.349 -2.670 2.204
H -0.190 1.402 3.224
H 0.123 -0.264 3.819
H 1.445 0.686 3.040
Pt -0.835 0.832 0.494
```

LUMO level (spin up / spin down) = -0.3109 / -0.4292 hartree
Multiplicity = 3
Gap between HOMO and LUMO (spin up / spin down) = 10.3 / 7.2 eV
Charge = +2



(5)
The following is a DFT calculation (ωB97M-V/def2-TZVPD) of C4H11NO4 as an isolated structure.

Geometry as XYZ:
```
20
C4H11NO4 (ωB97M-V/def2-TZVPD)
C -0.799 0.182 1.771
C -1.264 1.906 0.192
O -0.316 1.258 1.049
O -0.686 -1.064 1.053
H 0.370 -1.136 0.227
H -0.162 0.060 2.646
H -1.847 0.310 2.066
H -1.702 1.216 -0.533
H -0.712 2.672 -0.347
H -2.054 2.372 0.789
C 1.442 -1.315 -0.587
C -0.216 -0.688 -1.721
N 2.418 -0.246 -0.568
O -1.281 -1.180 -1.395
O 0.274 0.094 -2.464
H -1.316 -1.146 0.269
H 2.198 0.418 0.170
H 2.372 0.267 -1.441
H 1.633 -1.980 -1.429
H 1.647 -2.001 0.253
```

LUMO level = 0.0243 hartree
Gap between HOMO and LUMO = 9.0 eV



(6)
The following is a DFT calculation (ωB97M-V/def2-TZVPD) of an isolated ion of composition C2H8N4 and charge +2.

Geometry as XYZ:
```
14
C2H8N4 (ωB97M-V/def2-TZVPD)
C -1.685 0.941 -1.950
N -0.641 1.352 -1.451
C 0.533 1.276 -0.971
N 0.991 0.316 -0.107
N 0.234 -0.896 0.119
N 0.230 -1.348 1.523
H -2.602 1.503 -1.756
H -1.560 0.030 -2.676
H 1.260 2.016 -1.216
H 1.613 0.611 0.695
H 0.437 -1.593 -0.544
H 1.388 -1.510 1.974
H -0.398 -2.156 1.639
H -0.304 -0.639 2.130
```

LUMO level = -0.3197 hartree
Gap between HOMO and LUMO = 10.5 eV
Charge = +2



(7)
The following is a DFT calculation (ωB97M-V/def2-TZVPD) of C31H55CsN8O2P2 as an isolated structure.

Geometry as XYZ:
```
99
C31H55CsN8O2P2 (ωB97M-V/def2-TZVPD)
Cs -0.845 -1.021 0.082
C -5.264 -4.061 -2.229
C -5.116 -2.531 -2.337
C -6.414 -1.886 -1.838
P -3.644 -1.872 -1.324
C -4.107 -0.060 -1.348
C -4.015 0.616 -2.714
C -3.348 0.693 -0.256
C -2.195 -2.236 -2.405
C -2.085 -3.628 -2.585
C -0.996 -4.259 -3.143
C 0.116 -3.484 -3.464
C 0.073 -2.130 -3.254
C -1.068 -1.434 -2.758
N -0.970 -0.099 -2.515
C -0.111 0.648 -3.270
C 0.094 0.436 -4.658
C 1.019 1.159 -5.374
C 1.792 2.139 -4.752
C 1.551 2.427 -3.423
C 0.592 1.734 -2.681
P 0.085 2.166 -0.989
C -0.647 3.891 -1.253
C -2.092 3.684 -1.718
C 0.027 4.854 -2.228
C 1.689 2.495 -0.037
C 2.406 3.840 -0.134
C 2.657 1.346 -0.320
H -6.302 -4.351 -2.405
H -4.988 -4.414 -1.232
H -4.661 -4.587 -2.966
H -4.956 -2.259 -3.383
H -6.461 -1.906 -0.745
H -7.272 -2.445 -2.214
H -6.528 -0.856 -2.175
H -5.149 -0.068 -1.029
H -2.980 0.632 -3.047
H -4.382 1.646 -2.658
H -4.615 0.081 -3.454
H -2.318 0.861 -0.561
H -3.350 0.130 0.683
H -3.824 1.659 -0.072
H -2.881 -4.252 -2.213
H -0.990 -5.333 -3.277
H 1.018 -3.945 -3.849
H 0.965 -1.548 -3.444
H -0.495 -0.328 -5.151
H 1.152 0.961 -6.432
H 2.545 2.685 -5.307
H 2.122 3.215 -2.949
H -0.658 4.339 -0.252
H -2.104 3.107 -2.646
H -2.576 4.646 -1.910
H -2.678 3.150 -0.975
H 0.006 4.444 -3.237
H 1.059 5.085 -1.970
H -0.530 5.795 -2.240
H 1.340 2.405 1.002
H 2.852 3.996 -1.116
H 3.220 3.873 0.599
H 1.732 4.669 0.085
H 3.040 1.423 -1.338
H 2.165 0.378 -0.222
H 3.507 1.375 0.368
N -0.649 -0.628 3.855
N -0.979 -1.883 4.369
C -1.339 -2.885 3.540
N -1.455 -4.110 4.092
N -1.489 -2.589 2.261
N -2.020 -3.475 1.406
O -1.962 -3.153 0.237
O -2.594 -4.519 1.762
H 0.361 -0.546 3.688
H -0.955 0.080 4.508
H -0.564 -2.168 5.244
H -1.537 -4.195 5.090
H -1.970 -4.755 3.503
C 5.309 2.016 2.610
C 4.255 1.882 3.707
N 4.228 0.578 4.355
C 5.302 0.304 5.306
C 6.524 -0.402 4.709
C 3.230 -0.323 4.111
C 3.296 -1.643 4.845
N 2.239 -0.180 3.305
H 5.143 2.942 2.057
H 5.254 1.179 1.913
H 6.318 2.054 3.021
H 3.275 2.087 3.283
H 4.427 2.643 4.473
H 4.913 -0.288 6.131
H 5.608 1.262 5.731
H 6.219 -1.234 4.075
H 7.155 -0.786 5.512
H 7.122 0.277 4.105
H 3.240 -1.513 5.926
H 4.221 -2.173 4.615
H 2.456 -2.245 4.514
H 2.204 0.697 2.794
```

LUMO level = -0.0083 hartree
Gap between HOMO and LUMO = 5.4 eV



(8)
The following is a DFT calculation (ωB97M-V/def2-TZVPD) of an isolated ion of composition CH6N5 and charge +1.

Geometry as XYZ:
```
12
CH6N5 (ωB97M-V/def2-TZVPD)
N 0.360 0.479 2.198
N -0.187 -0.607 1.548
C -0.331 -0.830 0.319
N -0.818 -2.002 -0.101
N -0.233 0.326 -0.887
N 0.113 1.467 -0.514
H -0.062 0.592 3.062
H 1.363 0.449 2.379
H -0.790 -2.257 -1.077
H -0.881 -2.581 0.731
H -0.366 2.162 -1.089
H 0.496 1.701 0.349
```

LUMO level (spin up / spin down) = -0.2408 / -0.2407 hartree
Gap between HOMO and LUMO (spin up / spin down) = 6.8 / 6.8 eV
Charge = +1



Taking the records one at a time from the top gives energy relative to the best compared isomer or geometry (same formula, charge and spin) values of 206.5 746.5 185.7 295.8 341.2 458.2 20.2 265.9 kJ/mol.
Taking the records one at a time from the top gives F_max values of 2.62 6.01 1.24 11.03 1.88 4.53 4.10 4.16 eV Å⁻¹.